(1)
Density functional theory data (wB97M-V/def2-TZVPD) for an isolated ion of composition C9H18NO2 and charge +1.

Each line ends with the Mulliken charge.
Element x y z (Å)
O1 0.7359 0.5177 0.7209  -0.17
O2 1.1436 -0.6577 -1.1290  -0.39
N1 -2.6124 -0.6482 -1.0851  -0.51
C1 -3.6118 0.3499 -1.5145  -0.37
C2 1.5711 -0.0667 -0.0546  0.46
C3 3.9554 -0.1071 -0.8671  -1.71
C4 3.0608 0.1608 0.2764  0.97
C5 -2.9558 -0.3283 0.3225  0.20
C6 -1.6859 -0.1172 1.2297  -0.73
C7 -0.6607 0.6744 0.4437  -0.65
C8 3.4661 -0.5787 1.5497  -1.21
C9 -3.8334 0.8724 -0.0671  -0.68
H1 -0.7376 1.7478 0.7456  0.19
H2 -3.2573 1.2938 -2.0466  0.18
H3 -3.3461 1.8195 0.3311  0.24
H4 3.0525 1.2331 0.4891  0.22
H5 -1.2672 -1.1336 1.6011  0.39
H6 1.7420 -0.8374 -1.7950  0.38
H7 3.3251 -1.6953 1.4373  0.36
H8 -4.4291 -0.1131 -2.2100  0.33
H9 4.6791 -0.6163 1.5900  0.32
H10 3.6424 0.5011 -1.8026  0.41
H11 5.0122 -0.0318 -0.5437  0.37
H12 -0.8016 0.6759 -0.6578  0.48
H13 4.0117 -1.1999 -1.2348  0.37
H14 -4.9171 0.7331 0.1772  0.27
H15 -3.4114 -1.1121 0.9677  0.33
H16 -2.0242 0.4145 2.1552  0.32
H17 2.9524 -0.1451 2.4871  0.32
H18 -2.7988 -1.6057 -1.5164  0.30

The gap between HOMO and LUMO comes out at 7.94 eV. As for the molar mass: 172.2 u. The max |F| comes out at 4.5 eV/A. The calculation puts the relative energy (zero: lowest compared OMol25 entry of this formula, charge and spin) at 294.5 kJ/mol. Its total charge is +1.

---

(2)
Density functional theory data (wB97M-V/def2-TZVPD) for C27H39BF6N6O2PS3Ti as an isolated structure.

Each line ends with the Mulliken charge.
Element x y z (Å)
Ti1 1.0002 -0.0881 1.3315  0.68
S1 1.0784 -1.7378 -0.7795  -0.08
S2 -0.4853 1.3445 2.5222  -0.05
S3 0.4220 2.5178 -2.7732  0.04
P1 3.7029 -0.4352 3.1259  1.15
F1 2.7937 0.5690 1.4435  -0.67
F2 2.4456 0.1595 3.7265  -0.04
F3 4.2707 -1.1703 4.3036  -0.16
F4 4.7992 0.4981 2.7539  -0.06
F5 3.3981 -1.5811 2.1923  -0.03
F6 0.5546 -1.4906 2.2599  -0.43
O1 -0.2565 0.1866 0.1307  -0.92
O2 -1.8306 1.4667 -1.9488  -0.09
N1 -2.7016 -2.3961 0.2748  -0.44
N2 -1.9358 0.1330 -1.7266  1.27
N3 -2.4080 -0.6592 -2.5208  -0.29
N4 -2.4995 0.4817 0.7546  0.44
N5 -1.5429 -1.8502 -0.1215  0.53
N6 -3.7496 0.5025 0.2491  0.19
C1 -1.6447 -4.5128 0.0813  -0.34
C2 -2.5479 0.6819 -4.6084  -0.59
C3 -4.3167 2.0641 1.9265  -0.51
C4 -6.5868 -0.0390 -0.0607  -0.69
C5 -3.7064 -5.0400 2.2406  -1.73
C6 -2.7654 -3.7040 0.4013  -0.11
C7 0.7638 -4.7676 -0.6443  -1.90
C8 -4.0958 -1.2558 -4.1530  2.34
C9 -3.0106 -0.3114 -3.7645  -0.28
C10 -5.1178 -3.2674 1.1582  -1.89
C11 -0.9868 1.8529 -3.0565  -0.03
C12 -1.1824 2.5407 -5.4877  -1.64
C13 -2.0931 1.2344 1.7930  1.11
C14 -4.4914 -2.2105 -3.0279  -1.65
C15 -1.5988 1.6633 -4.3770  0.75
C16 -0.4521 -3.9648 -0.3189  -0.13
C17 -2.7044 2.8992 3.6384  -2.04
C18 -4.5475 -5.3476 -0.1129  -1.45
C19 -4.6469 1.2834 0.7962  -0.48
C20 -5.3282 -0.4590 -4.6386  -1.51
C21 -5.7526 2.0136 -1.2653  -1.29
C22 -6.9942 2.2217 0.8944  -2.35
C23 -4.0455 -4.3240 0.9200  2.09
C24 -3.5121 -2.0743 -5.3546  -1.69
C25 -6.0021 1.3647 0.1060  2.25
C26 -0.4403 -2.5547 -0.3748  1.28
C27 -3.0549 2.0615 2.4528  0.39
B1 -1.5350 -0.3132 -0.1533  0.23
H1 -4.7951 -4.8693 -1.0633  0.18
H2 -5.8926 -0.7102 -0.5617  -0.71
H3 -4.8218 -1.6725 -2.1385  -0.20
H4 -1.9029 3.6025 3.4054  0.48
H5 -7.1487 1.8472 1.9081  0.52
H6 -5.0724 2.6959 2.3738  0.63
H7 -2.5322 -2.4978 -5.1302  0.39
H8 -7.5014 0.0188 -0.6516  0.54
H9 1.6117 -4.4716 -0.0218  0.44
H10 -5.0960 0.2497 -5.4319  0.44
H11 -5.9989 -3.7499 1.5799  0.52
H12 -2.3741 2.2755 4.4714  0.45
H13 -2.0150 2.7132 -6.1715  0.45
H14 -3.4518 -1.4723 -6.2598  0.43
H15 -3.0440 -5.8940 2.0921  0.39
H16 -6.6983 3.2714 0.9446  0.47
H17 -6.0433 -1.1746 -5.0436  0.52
H18 -1.7314 -5.5880 0.1772  0.52
H19 -3.5735 3.4671 3.9611  0.39
H20 -6.6970 2.0985 -1.8046  0.50
H21 -6.8446 -0.4780 0.9046  0.41
H22 -2.9908 0.6770 -5.5974  0.50
H23 -5.3334 3.0167 -1.1683  0.40
H24 -5.8009 0.0701 -3.8118  0.25
H25 -5.4137 -2.7825 0.2267  0.27
H26 1.0456 -4.6430 -1.6928  0.42
H27 0.5819 -5.8261 -0.4710  0.43
H28 -0.4227 1.9970 -6.0737  0.40
H29 -5.0679 1.4040 -1.8660  -0.07
H30 -4.6287 -5.4196 2.6796  0.47
H31 -4.7911 -2.4961 1.8573  0.35
H32 -5.3253 -2.8170 -3.3799  0.67
H33 -4.2048 -2.8978 -5.5321  0.47
H34 -0.7366 3.4754 -5.1619  0.50
H35 -7.9601 2.1872 0.3922  0.42
H36 -5.4562 -5.8128 0.2691  0.48
H37 -3.8333 -6.1506 -0.2979  0.43
H38 -3.6790 -2.8853 -2.7556  0.32
H39 -3.2498 -4.3616 2.9640  0.38

Its spin multiplicity is 2. The gap between HOMO and LUMO (spin up / spin down) comes out at 5.44 / 5.42 eV. As for the molar mass: 779.5 u. The max |F| comes out at 1.9 eV/A. The calculation puts the relative energy (zero: lowest compared OMol25 entry of this formula, charge and spin) at 242.5 kJ/mol. Its total charge is +4.

---

(3)
Density functional theory data (wB97M-V/def2-TZVPD) for C15H10Cl3F3O9PdS as an isolated structure.

Each line ends with the Mulliken charge.
Element x y z (Å)
Pd1 1.3333 -0.6428 -0.7695  1.55
Cl1 1.8720 2.0983 0.1340  -0.16
Cl2 1.3687 3.7480 5.1822  -0.16
Cl3 -0.4910 -1.0862 3.8298  -0.14
S1 4.1445 -1.2341 -0.6891  1.40
F1 3.6594 -3.8304 -0.5250  -0.25
F2 3.2469 -2.9777 -2.4654  -0.23
F3 5.2882 -3.3272 -1.8511  -0.22
O1 0.5932 -0.4025 1.2612  -0.53
O2 5.4891 -1.0362 -0.2654  -0.57
O3 3.1409 -1.3138 0.4051  -0.69
O4 -2.1550 -3.3630 -0.8494  -0.48
O5 -0.5440 -1.2693 -3.9209  -0.64
O6 3.6005 -0.3792 -1.7348  -0.69
O7 0.5721 0.0808 -2.5203  -0.96
O8 -0.1623 -2.2636 -0.9171  -0.51
O9 -1.3321 0.7251 -0.2250  -0.20
C1 -1.8358 -0.0542 -2.3525  -0.21
C2 -2.3917 -1.0117 -1.3146  -0.26
C3 0.2929 0.3772 3.4364  0.32
C4 1.1234 2.5334 4.0028  0.57
C5 0.7528 0.5303 2.0667  -0.12
C6 -2.4093 -0.1876 -0.0366  -0.08
C7 0.4836 1.3467 4.3779  -0.69
C8 4.0863 -2.9479 -1.4311  0.65
C9 1.5592 2.7659 2.6949  -0.76
C10 -3.6512 0.7261 -0.1620  -1.04
C11 -1.7480 1.2312 -1.5045  0.03
C12 -0.4945 -0.4738 -3.0115  0.09
C13 1.3746 1.8016 1.7435  0.75
C14 -3.1569 1.7553 -1.2060  -0.94
C15 -1.3534 -2.4818 -0.9772  0.29
H1 -3.1040 2.7532 -0.7742  0.35
H2 -2.2982 -0.7271 0.9004  0.57
H3 -2.5327 0.0210 -3.1872  0.50
H4 0.1518 1.2092 5.3965  0.47
H5 -3.7811 1.8010 -2.0971  0.40
H6 2.0340 3.7035 2.4447  0.47
H7 -4.5460 0.1849 -0.4656  0.45
H8 -3.8492 1.1920 0.8024  0.31
H9 -3.3136 -1.5209 -1.5582  0.72
H10 -1.0177 1.9465 -1.8673  0.66

Its spin multiplicity is 5. The gap between HOMO and LUMO (spin up / spin down) comes out at 9.25 / 6.19 eV. As for the molar mass: 636.1 u. The max |F| comes out at 0.5 eV/A. The calculation puts the relative energy (zero: lowest compared OMol25 entry of this formula, charge and spin) at 77.8 kJ/mol. Its total charge is 0.

---

> Which value of max |F| does entry 2 give?

1.9 eV/A

---

> The lowest molar mass belongs to which entry?

C9H18NO2

---

> Look up the total charge of the first one.

+1

---

> What is the max |F| in the second record?

1.9 eV/A